ORCA calculation (ωB97M-V/def2-TZVPD) on C17H36BNO4Ta as an isolated structure in a non-equilibrium geometry.

Output
* multiplicity: 1
* Kohn-Sham gap: 6.87 eV
* net charge: -1

Last column: Löwdin charge in e.
Positions of all 60 atoms, in Å:
C1 4.656 1.332 2.249  0.089
C2 3.959 0.427 2.624  -0.148
C3 2.987 -0.617 3.025  -0.209
C4 1.570 0.032 3.065  -0.299
C5 0.451 -0.821 2.371  -0.350
Ta1 -0.295 -0.060 0.342  1.763
C6 -0.763 0.527 -1.866  -0.354
C7 -2.282 0.641 -2.157  -0.295
C8 -2.537 1.573 -3.384  -0.119
C9 -1.742 1.072 -4.574  -0.532
O1 -0.717 1.578 -4.919  0.109
O2 -2.240 -0.030 -5.249  0.057
N1 -0.192 -2.116 -0.367  -0.232
C10 -1.505 -2.717 -0.614  -0.425
C11 -2.090 -3.504 0.600  -0.118
B1 1.999 0.221 -0.274  -0.633
O3 2.504 1.502 -0.637  0.027
O4 2.931 -0.854 -0.274  -0.076
C12 2.888 -1.546 -1.513  -0.286
C13 3.119 -3.053 -1.236  -0.075
C14 -0.410 2.117 1.046  -0.481
C15 -1.218 3.051 0.087  -0.171
C16 -1.015 2.332 2.466  -0.325
C17 -2.555 2.187 2.557  -0.146
H1 4.965 2.312 1.970  0.021
H2 3.002 -1.443 2.304  0.094
H3 3.278 -1.039 3.995  0.104
H4 1.628 1.022 2.602  0.068
H5 1.312 0.186 4.126  0.093
H6 0.834 -1.852 2.289  0.022
H7 -0.414 -0.836 3.060  0.034
H8 -2.112 -0.356 0.736  -0.081
H9 -0.358 -0.249 -2.539  0.036
H10 -0.196 1.447 -2.070  0.029
H11 -2.647 -0.349 -2.466  0.089
H12 -2.868 0.938 -1.282  0.064
H13 -3.596 1.430 -3.667  0.114
H14 -2.352 2.629 -3.184  0.115
H15 -1.594 -0.741 -5.164  0.111
H16 0.313 -2.674 0.314  0.012
H17 -2.261 -2.007 -0.959  0.046
H18 -1.378 -3.454 -1.438  0.083
H19 -2.302 -4.544 0.310  0.052
H20 -1.436 -3.473 1.477  0.056
H21 -3.071 -3.075 0.850  0.053
H22 2.337 1.624 -1.581  0.077
H23 3.697 -1.215 -2.188  0.112
H24 1.936 -1.383 -2.043  0.090
H25 3.062 -3.230 -0.157  0.069
H26 2.387 -3.681 -1.757  0.063
H27 4.116 -3.382 -1.563  0.060
H28 0.615 2.526 1.063  0.068
H29 -1.324 4.030 0.598  0.066
H30 -2.245 2.696 -0.055  0.048
H31 -0.696 3.236 -0.856  0.055
H32 -0.571 1.706 3.250  0.070
H33 -0.790 3.379 2.752  0.095
H34 -2.943 1.251 2.147  0.027
H35 -2.817 2.214 3.628  0.061
H36 -3.014 3.083 2.124  0.056

***

ORCA calculation (ωB97M-V/def2-TZVPD) on a 3-piece molecular cluster, C17H36NO6S2 overall.

Output
* multiplicity: 1
* Kohn-Sham gap: 3.37 eV
* energy relative to the best compared isomer or geometry (same formula, charge and spin): 0.00 kcal per mole
* net charge: -1

Last column: Löwdin charge in e.
Positions of all 62 atoms, in Å:
C1 -2.523 0.812 -0.981  -0.160
N1 -1.652 -0.310 -0.636  -0.130
C2 -0.231 0.056 -0.588  -0.327
C3 0.641 -0.947 0.117  -0.338
C4 0.963 -2.186 -0.721  -0.245
C5 -0.197 -3.087 -1.198  -0.183
C6 -0.279 -3.301 -2.707  -0.274
O1 -1.331 -2.518 -3.295  -0.089
C7 1.991 -0.286 0.440  -0.250
C8 2.769 0.403 -0.707  -0.209
C9 2.535 1.895 -0.801  -0.279
O2 3.415 2.526 -1.758  -0.099
H1 -1.948 1.592 -1.485  0.059
H2 -3.315 0.508 -1.669  0.064
H3 -2.943 1.290 -0.094  0.048
H4 -1.883 -0.639 0.292  0.076
H5 -0.135 1.010 -0.029  0.094
H6 0.069 0.290 -1.639  0.106
H7 1.590 -2.803 -0.074  0.052
H8 1.598 -1.950 -1.608  0.089
H9 -0.059 -4.078 -0.757  0.092
H10 -1.159 -2.714 -0.858  0.088
H11 0.672 -3.032 -3.174  0.097
H12 -0.465 -4.357 -2.937  0.094
H13 -1.042 -2.235 -4.160  0.057
H14 1.884 0.434 1.263  0.085
H15 2.641 -1.091 0.805  0.057
H16 2.529 -0.034 -1.681  0.094
H17 3.852 0.280 -0.582  0.097
H18 2.680 2.386 0.162  0.109
H19 1.505 2.099 -1.103  0.096
H20 2.975 2.459 -2.601  0.060
C10 -5.205 6.011 0.921  -0.226
C11 -6.359 5.957 -0.091  -0.220
C12 -6.033 4.847 -1.098  -0.221
S1 -5.009 3.654 -0.216  0.651
O3 -3.700 3.661 -0.805  -0.309
O4 -5.749 2.437 -0.019  -0.316
C13 -4.935 4.566 1.325  -0.230
H21 -5.452 6.627 1.785  0.111
H22 -4.317 6.435 0.448  0.118
H23 -7.289 5.721 0.431  0.113
H24 -6.500 6.913 -0.595  0.109
H25 -6.920 4.335 -1.463  0.099
H26 -5.446 5.216 -1.936  0.102
H27 -3.960 4.405 1.779  0.110
H28 -5.721 4.177 1.973  0.106
C14 4.857 -3.044 3.131  -0.221
C15 5.632 -3.270 1.825  -0.215
C16 5.162 -4.607 1.237  -0.221
S2 3.468 -4.831 1.807  0.655
O5 3.424 -5.984 2.675  -0.336
O6 2.568 -4.687 0.700  -0.311
C17 3.399 -3.350 2.806  -0.219
H29 4.974 -2.026 3.500  0.113
H30 5.220 -3.727 3.902  0.113
H31 5.407 -2.462 1.126  0.115
H32 6.710 -3.272 1.988  0.107
H33 5.158 -4.609 0.150  0.100
H34 5.745 -5.448 1.609  0.096
H35 2.778 -3.543 3.677  0.108
H36 2.946 -2.570 2.192  0.085

***

ORCA calculation (ωB97M-V/def2-TZVPD) on C17H37AsMnNO7P2Si2 as an isolated structure.

Output
* multiplicity: 5
* Kohn-Sham gap (spin up / spin down): 6.74 / 7.89 eV
* expectation value of S²: 6.29
* energy relative to the best compared isomer or geometry (same formula, charge and spin): 8.28 kcal per mole
* net charge: 0

Last column: Löwdin charge in e.
Positions of all 68 atoms, in Å:
Mn1 -0.380 0.940 -0.214  0.562
C1 -4.875 3.128 0.499  -0.054
C2 -3.358 3.042 0.430  -0.572
O1 -2.803 4.383 0.425  -0.064
P1 -2.585 2.327 1.914  0.469
O2 -2.883 3.383 3.059  -0.092
O3 -3.459 1.081 2.348  -0.102
O4 -1.145 2.024 1.708  -0.329
P2 -2.741 2.197 -1.088  0.372
O5 -2.554 0.627 -0.579  -0.229
O6 -3.652 2.274 -2.232  -0.250
O7 -1.270 2.593 -1.108  -0.353
H1 -5.170 3.796 1.308  0.089
H2 -5.313 2.147 0.682  0.088
H3 -5.255 3.510 -0.447  0.085
H4 -1.950 4.343 -0.032  0.084
H5 -2.573 4.280 2.803  0.109
H6 -2.932 0.398 2.813  0.109
H7 -3.210 0.017 -0.958  0.089
C3 -0.097 -1.020 -2.975  -0.088
N1 0.340 0.292 -2.498  -0.292
C4 -0.088 1.331 -3.446  -0.085
C5 1.807 0.333 -2.365  -0.164
C6 2.289 1.302 -1.312  -0.252
C7 3.532 1.915 -1.435  -0.047
C8 4.013 2.741 -0.427  -0.082
C9 3.246 2.968 0.708  -0.089
C10 1.999 2.366 0.835  -0.120
C11 1.527 1.540 -0.176  -0.215
H8 0.359 -1.280 -3.940  0.100
H9 -1.180 -1.017 -3.105  0.087
H10 0.174 -1.779 -2.243  0.037
H11 0.333 1.133 -4.441  0.094
H12 0.252 2.303 -3.098  0.089
H13 -1.173 1.359 -3.517  0.077
H14 2.258 0.590 -3.331  0.126
H15 2.158 -0.671 -2.117  0.107
H16 4.132 1.739 -2.323  0.113
H17 4.984 3.210 -0.530  0.101
H18 3.615 3.618 1.494  0.103
H19 1.393 2.546 1.714  0.095
C12 -1.256 -3.967 1.896  -0.233
Si1 -0.882 -2.953 0.374  0.186
C13 -2.537 -2.559 -0.411  -0.227
C14 0.087 -4.028 -0.814  -0.219
As1 0.154 -0.990 1.090  0.829
Si2 2.323 -1.678 1.583  0.195
C15 3.094 -0.464 2.766  -0.214
C16 2.222 -3.320 2.466  -0.237
C17 3.422 -1.866 0.091  -0.214
H20 -1.820 -4.863 1.609  0.035
H21 -1.860 -3.390 2.604  0.028
H22 -0.348 -4.291 2.416  0.007
H23 -3.035 -3.495 -0.695  0.042
H24 -2.434 -1.950 -1.315  0.000
H25 -3.182 -2.040 0.308  0.030
H26 -0.303 -5.053 -0.762  0.036
H27 1.154 -4.063 -0.571  0.011
H28 -0.008 -3.688 -1.852  0.014
H29 2.632 -0.555 3.754  0.034
H30 2.982 0.569 2.432  0.002
H31 4.166 -0.676 2.865  0.037
H32 1.555 -3.268 3.333  0.030
H33 3.229 -3.561 2.834  0.037
H34 1.894 -4.145 1.825  0.018
H35 3.571 -0.901 -0.405  0.012
H36 3.008 -2.575 -0.635  0.019
H37 4.406 -2.236 0.410  0.038

***

ORCA calculation (ωB97M-V/def2-TZVPD) on C17H38B4O15S2 as an isolated structure in a non-equilibrium geometry.

Output
* multiplicity: 1
* Kohn-Sham gap: 10.16 eV
* energy relative to the best compared isomer or geometry (same formula, charge and spin): 0.00 kcal per mole
* net charge: 0

Last column: Löwdin charge in e.
Positions of all 76 atoms, in Å:
C1 -3.882 1.217 -0.441  -0.044
C2 -2.509 0.595 -0.247  -0.222
O1 -2.689 -0.612 0.523  0.005
C3 -1.612 -1.388 0.785  -0.429
O2 -1.798 -2.492 1.289  0.089
C4 -0.243 -0.870 0.442  -0.109
C5 0.856 -1.777 0.962  -0.179
C6 2.166 -1.036 1.261  -0.044
B1 2.665 -0.033 0.175  -0.532
O3 3.619 0.920 0.511  0.296
B2 4.703 0.729 -0.346  -0.509
C7 6.081 0.292 0.237  -0.029
C8 7.199 0.045 -0.797  -0.148
C9 7.935 -1.235 -0.499  -0.189
O4 9.321 -1.104 -0.890  -0.013
C10 10.159 -1.935 -0.203  -0.508
C11 9.879 -3.410 -0.245  0.011
O5 11.135 -1.485 0.381  0.107
O6 4.436 0.862 -1.697  0.300
B3 3.224 0.320 -2.092  -0.333
B4 2.954 0.145 -3.769  -0.487
O7 2.010 0.862 -4.478  0.158
O8 3.750 -0.703 -4.465  0.184
O9 2.273 -0.068 -1.158  0.285
H1 -3.763 2.288 -0.507  0.059
H2 -4.310 0.846 -1.361  0.078
H3 -4.528 0.975 0.386  0.083
H4 -2.079 0.352 -1.209  0.119
H5 -1.889 1.271 0.326  0.115
H6 -0.103 0.145 0.795  0.127
H7 -0.182 -0.805 -0.640  0.125
H8 1.045 -2.616 0.309  0.124
H9 0.503 -2.212 1.887  0.110
H10 2.139 -0.550 2.229  0.120
H11 2.951 -1.788 1.337  0.125
H12 5.880 -0.650 0.748  0.118
H13 6.410 0.957 1.024  0.123
H14 6.808 0.029 -1.803  0.113
H15 7.918 0.849 -0.727  0.124
H16 7.493 -2.078 -1.024  0.128
H17 7.892 -1.472 0.559  0.126
H18 8.848 -3.669 -0.042  0.073
H19 10.500 -3.908 0.478  0.085
H20 10.110 -3.797 -1.229  0.095
H21 1.211 0.971 -3.965  0.093
H22 3.466 -0.749 -5.380  0.108
O10 -5.165 4.536 -1.370  -0.280
S1 -4.901 5.896 -1.728  0.563
O11 -5.878 6.907 -1.475  -0.268
O12 -4.472 5.944 -3.257  -0.265
C12 -5.364 5.353 -4.228  -0.249
C13 -6.595 6.198 -4.488  -0.072
C14 -3.362 6.406 -1.047  -0.121
H23 -5.631 4.345 -3.908  0.114
H24 -4.773 5.263 -5.136  0.121
H25 -7.231 6.259 -3.607  0.071
H26 -7.179 5.763 -5.300  0.082
H27 -6.312 7.214 -4.761  0.085
H28 -2.611 5.651 -1.260  0.072
H29 -3.510 6.506 0.026  0.077
H30 -3.089 7.365 -1.479  0.076
O13 -5.471 -6.069 4.656  -0.277
S2 -5.469 -4.709 5.100  0.559
O14 -6.584 -3.860 4.820  -0.278
O15 -4.131 -4.012 4.613  -0.265
C15 -3.814 -4.053 3.197  -0.240
C16 -4.680 -3.112 2.386  -0.078
C17 -5.131 -4.650 6.827  -0.126
H31 -3.888 -5.079 2.834  0.117
H32 -2.773 -3.754 3.121  0.101
H33 -5.724 -3.423 2.404  0.070
H34 -4.347 -3.091 1.352  0.070
H35 -4.632 -2.102 2.792  0.087
H36 -4.270 -5.276 7.040  0.073
H37 -6.015 -5.029 7.335  0.075
H38 -4.949 -3.618 7.111  0.073

***

ORCA calculation (ωB97M-V/def2-TZVPD) on C17H38N3O8S2 as an isolated structure in a non-equilibrium geometry.

Output
* multiplicity: 1
* Kohn-Sham gap: 7.78 eV
* net charge: -1

Last column: Löwdin charge in e.
Positions of all 68 atoms, in Å:
N1 -1.759 -0.364 2.993  -0.064
S1 -2.659 -0.410 4.393  0.412
O1 -2.431 0.849 5.037  -0.336
O2 -4.006 -0.632 3.961  -0.346
N2 -2.244 -1.677 5.321  -0.325
S2 -0.685 -1.949 5.482  0.482
O3 -0.468 -2.961 6.479  -0.329
O4 0.125 -0.771 5.673  -0.336
C1 -0.165 -2.717 3.949  -0.299
C2 1.041 -2.368 3.377  -0.043
C3 1.332 -2.981 2.179  -0.067
C4 0.440 -3.872 1.651  -0.173
N3 -0.710 -4.269 2.193  0.087
C5 -0.964 -3.649 3.353  -0.148
H1 -0.832 0.011 3.162  0.054
H2 -1.724 -1.261 2.527  0.052
H3 1.675 -1.650 3.869  0.116
H4 2.246 -2.758 1.653  0.097
H5 0.683 -4.312 0.691  0.088
H6 -1.888 -3.908 3.855  0.119
C6 -0.490 1.712 -1.316  -0.067
C7 -1.463 0.546 -1.266  -0.492
C8 -2.849 0.997 -0.828  -0.050
O5 -0.982 -0.458 -0.375  -0.057
H7 -0.379 2.160 -0.324  0.059
H8 0.498 1.372 -1.628  0.077
H9 -0.828 2.478 -2.011  0.068
H10 -1.523 0.081 -2.252  0.117
H11 -2.813 1.422 0.178  0.075
H12 -3.535 0.150 -0.793  0.081
H13 -3.254 1.749 -1.510  0.075
H14 -0.926 -0.062 0.504  0.060
C9 3.158 -4.061 -1.710  -0.057
C10 3.997 -2.818 -1.468  -0.500
C11 4.794 -2.423 -2.703  -0.068
O6 4.884 -3.046 -0.373  -0.056
H15 3.791 -4.918 -1.959  0.081
H16 2.608 -4.298 -0.800  0.061
H17 2.448 -3.905 -2.524  0.082
H18 3.343 -1.995 -1.176  0.139
H19 5.486 -3.223 -2.984  0.078
H20 5.391 -1.533 -2.504  0.077
H21 4.136 -2.221 -3.550  0.076
H22 5.468 -3.772 -0.614  0.082
C12 -1.967 0.495 -5.541  -0.059
C13 -1.150 1.769 -5.385  -0.492
C14 -0.393 2.102 -6.662  -0.066
O7 -0.238 1.633 -4.297  -0.063
H23 -1.313 -0.355 -5.755  0.083
H24 -2.501 0.268 -4.618  0.072
H25 -2.693 0.585 -6.350  0.079
H26 -1.812 2.598 -5.126  0.139
H27 0.309 1.301 -6.910  0.079
H28 0.190 3.015 -6.534  0.077
H29 -1.074 2.239 -7.504  0.077
H30 0.359 0.905 -4.501  0.094
C15 -0.691 4.395 3.902  -0.056
C16 -0.020 3.937 2.616  -0.495
C17 -0.335 4.874 1.457  -0.067
O8 -0.439 2.614 2.301  -0.067
H31 -1.777 4.401 3.785  0.085
H32 -0.460 3.710 4.717  0.085
H33 -0.365 5.399 4.182  0.074
H34 1.061 3.890 2.763  0.137
H35 -1.411 4.896 1.266  0.081
H36 0.149 4.528 0.542  0.069
H37 0.002 5.891 1.667  0.074
H38 -1.394 2.622 2.173  0.081

***

ORCA calculation (ωB97M-V/def2-TZVPD) on C17H39AsClN2O3Si2V as an isolated structure.

Output
* multiplicity: 3
* Kohn-Sham gap (spin up / spin down): 5.19 / 5.07 eV
* expectation value of S²: 2.34
* net charge: 0

Last column: Löwdin charge in e.
Positions of all 66 atoms, in Å:
V1 0.733 0.622 -0.865  0.504
Cl1 3.178 2.306 3.126  0.561
C1 3.597 2.178 1.393  -0.476
C2 2.422 1.655 0.605  -0.740
O1 1.737 2.420 -0.108  -0.051
O2 2.147 0.419 0.647  -0.127
H1 4.428 1.480 1.317  0.081
H2 3.870 3.170 1.046  0.080
C3 0.368 -2.811 2.884  -0.048
C4 0.391 -1.908 1.627  -0.139
N1 -0.364 -2.543 0.565  -0.152
C5 -1.775 -2.590 0.891  -0.140
C6 -1.967 -3.297 2.253  -0.052
N2 -0.637 -3.904 2.617  -0.100
C7 -0.151 -4.792 1.502  -0.060
C8 0.135 -3.868 0.291  -0.158
H3 0.036 -2.300 3.788  0.131
H4 1.315 -3.314 3.082  0.130
H5 1.417 -1.736 1.312  0.114
H6 -0.055 -0.937 1.833  0.114
H7 -2.302 -3.135 0.108  0.120
H8 -2.161 -1.574 0.940  0.111
H9 -2.691 -4.112 2.240  0.128
H10 -2.215 -2.608 3.061  0.132
H11 -0.749 -4.463 3.458  0.179
H12 -0.945 -5.518 1.323  0.129
H13 0.730 -5.312 1.879  0.128
H14 -0.342 -4.262 -0.607  0.124
H15 1.205 -3.805 0.092  0.121
C9 3.762 0.599 -2.616  -0.231
Si1 2.267 0.166 -3.694  0.139
C10 1.467 1.823 -4.114  -0.221
C11 2.906 -0.546 -5.313  -0.236
As1 0.978 -1.330 -2.470  0.691
Si2 -0.874 -1.594 -3.833  0.158
C12 -2.409 -1.801 -2.758  -0.220
C13 -1.251 -0.248 -5.089  -0.231
C14 -0.629 -3.184 -4.812  -0.255
H16 4.604 0.811 -3.281  0.025
H17 4.048 -0.210 -1.944  0.021
H18 3.588 1.498 -2.020  0.015
H19 2.235 2.478 -4.536  0.031
H20 1.045 2.342 -3.248  0.017
H21 0.670 1.715 -4.849  0.004
H22 3.594 0.149 -5.800  0.023
H23 2.092 -0.754 -6.008  0.012
H24 3.430 -1.485 -5.132  0.022
H25 -3.046 -0.917 -2.819  0.019
H26 -2.146 -1.916 -1.712  -0.021
H27 -2.993 -2.664 -3.088  0.024
H28 -1.494 0.703 -4.617  0.015
H29 -2.124 -0.574 -5.663  0.029
H30 -0.434 -0.079 -5.789  0.012
H31 -0.526 -4.039 -4.142  0.011
H32 0.275 -3.138 -5.419  0.015
H33 -1.480 -3.368 -5.474  0.022
C15 -1.879 1.685 1.751  -0.123
O3 -1.577 0.522 1.004  -0.301
C16 -1.047 0.813 -0.307  -0.401
C17 -2.104 1.483 -1.152  -0.141
H34 -1.063 2.412 1.678  0.091
H35 -2.005 1.393 2.796  0.078
H36 -2.803 2.165 1.410  0.077
H37 -2.300 2.528 -0.881  0.064
H38 -3.061 0.945 -1.094  0.071
H39 -1.812 1.486 -2.208  0.050